Below is an isolated molecule of CH5IOSi at a distorted geometry, with properties calculated with ωB97M-V with the def2-TZVPD basis set.

Computed properties:
HOMO-LUMO gap: 10.5 eV
Total energy: -19145.9043 eV
HOMO level: -0.363 Ha

Cartesian coordinates (Å):
1 C 0.65240 0.84197 0.23580
2 Si -0.52314 -0.37607 -0.53434
3 O -0.17845 -1.85554 0.08122
4 I -2.79886 0.22021 -0.03337
5 H 1.60098 0.75316 -0.09620
6 H 0.16914 1.79618 0.18391
7 H 0.71928 0.63727 1.32776
8 H -0.14051 -0.29541 -1.93466
9 H 0.49917 -1.72177 0.76987